18
Properties=species:S:1:pos:R:3:nbo_charge:R:1 method="wB97M-V/def2-TZVPD" smiles="C=CC(=C)NC.O" total_energy_ha=-327.04798 gap_ev=9.06 e_homo_ev=-8.283 relative_energy_kcal_mol=52.31
O -0.06326 -0.67576 -4.63968 -0.93
N -0.01538 0.76723 -0.15001 -0.60
C -0.05153 -0.13031 0.92699 0.14
C -1.13603 -0.60967 1.54047 -0.51
C -1.26786 1.39896 -0.53694 -0.42
C 1.31783 -0.58580 1.29303 -0.22
C 1.72884 -0.99588 2.48147 -0.36
H -0.94197 -1.40756 2.24292 0.20
H -1.13990 1.78432 -1.54562 0.20
H -1.59925 2.24349 0.08860 0.18
H 2.71429 -1.39369 2.67589 0.20
H -2.08136 0.68681 -0.42132 0.21
H -2.15664 -0.26792 1.46556 0.20
H 1.01427 -1.03681 3.29595 0.20
H 0.73282 1.44399 -0.05741 0.37
H 0.46432 -0.11059 -5.24001 0.46
H 0.49053 -0.63940 -3.86816 0.46
H 1.99028 -0.47141 0.44826 0.20

65
Properties=species:S:1:pos:R:3:nbo_charge:R:1 method="wB97M-V/def2-TZVPD" smiles="CC[C@H](C)C(=O)O[C@H]1C[C@@H](C)C=C2C=C[C@H](C)[C@H](CC[C@@H]3C[C@@H](O)CC(=O)O3)[C@H]21" total_energy_ha=-1312.34604 gap_ev=8.80 e_homo_ev=-8.125 relative_energy_kcal_mol=7.37
O -5.50420 -1.49695 -1.35987 -0.71
O -2.65552 -2.13112 1.57347 -0.58
O 1.28739 1.37380 0.52707 -0.53
O -0.59340 2.42556 -0.09851 -0.64
O -2.28408 -1.29530 -0.40443 -0.52
C 2.82850 -0.83786 0.02033 -0.03
C -0.90603 3.36973 2.55322 -0.59
C 0.14545 2.00243 0.75926 0.83
C 4.26981 2.22837 1.24257 -0.59
C -1.44866 0.15860 -2.13626 -0.42
C 4.14292 1.31857 0.01479 -0.27
C -0.95627 0.83490 2.62977 -0.36
C 0.59982 -1.10588 -1.17152 -0.21
C -2.65935 -0.61741 -1.60846 0.10
C 1.63582 -3.14694 -2.36024 -0.61
C 1.92170 -0.32982 -1.07824 -0.27
C 3.82477 -0.07215 0.47239 -0.15
C -4.97601 -0.39570 -0.65961 0.10
C -4.42643 -0.79025 0.71203 -0.56
C -0.08713 -0.40377 2.80193 -0.63
C -0.22404 -0.71657 -2.41582 -0.41
C -3.06554 -1.46162 0.66057 0.80
C -3.85470 0.31321 -1.42770 -0.46
C 1.74371 1.17476 -0.81869 0.10
C -0.14174 2.08506 2.24658 -0.32
C 0.86618 -2.62289 -1.13966 -0.25
C 3.09819 1.86693 -0.97394 -0.40
C 1.65189 -2.97255 0.08628 -0.14
C 2.56995 -2.14691 0.58210 -0.23
H 0.80781 2.06679 2.78786 0.22
H 4.46532 -0.44872 1.25891 0.20
H -0.57634 -1.62264 -2.91251 0.20
H -2.91343 -1.40924 -2.33127 0.17
H 3.31850 2.27706 1.76559 0.21
H 2.97576 2.94030 -0.81773 0.21
H 0.51533 -0.32365 3.70424 0.20
H -4.84737 -2.20190 -1.39435 0.46
H 4.56069 3.23399 0.94561 0.20
H 1.48033 -3.94280 0.52768 0.21
H -5.11159 -1.46686 1.22683 0.25
H 1.01342 1.61857 -1.50370 0.22
H -1.20583 0.95016 -1.42923 0.24
H -3.54727 1.20209 -0.87425 0.22
H 3.15877 -2.42521 1.44506 0.21
H -5.82872 0.28143 -0.53910 0.19
H -1.82241 3.40392 1.96907 0.22
H -4.21120 0.62139 -2.41025 0.23
H -1.15712 3.41709 3.60989 0.21
H 0.58559 -0.53019 1.95752 0.22
H -0.10538 -3.12625 -1.09964 0.22
H 1.12679 -2.91004 -3.29076 0.20
H -0.30775 4.24140 2.29741 0.21
H -1.48853 1.03485 3.56214 0.20
H 5.12079 1.30264 -0.48552 0.21
H -0.71353 -1.28923 2.87462 0.24
H 0.01322 -0.88197 -0.27723 0.23
H -4.31773 0.10026 1.33633 0.25
H 3.43034 1.71626 -2.00220 0.21
H 2.63613 -2.72264 -2.39066 0.20
H -1.70758 0.65522 1.85725 0.19
H 0.41891 -0.19103 -3.12554 0.21
H -1.76514 0.63318 -3.06778 0.21
H 2.44174 -0.42582 -2.03904 0.22
H 1.73223 -4.22853 -2.29111 0.21
H 5.02222 1.84189 1.92644 0.21

62
Properties=species:S:1:pos:R:3:nbo_charge:R:1 method="wB97M-V/def2-TZVPD" total_energy_ha=-1377.52457 gap_ev=5.99 e_homo_ev=-11.373 total_charge=+1
O 8.10702 1.82630 1.92151 -0.35
O -4.26971 2.44769 3.01177 -0.57
O 8.65669 -0.28148 2.18768 -0.34
N -2.09168 3.05159 2.53572 -0.46
N 7.79816 0.62741 2.12718 0.48
N 1.73832 -3.79350 1.95928 -0.65
N -1.01705 1.07425 2.74749 -0.31
C 4.11974 1.02754 2.32472 -0.18
C -4.94296 -1.04148 3.10079 -0.16
C -2.96032 -0.19177 1.80738 -0.41
C -6.69342 -0.25886 1.05484 -0.19
C -0.10613 2.79908 1.14244 -0.64
C 1.47685 -4.85714 2.92506 -0.42
C 2.26712 -0.67048 2.55202 -0.01
C 1.25971 0.29440 2.60631 -0.36
C -5.31420 -0.11489 0.88907 -0.19
C 0.10064 3.18764 3.60582 -0.64
C 6.42456 0.30196 2.28878 0.08
C 6.01640 -1.03505 2.50181 -0.18
C -7.19455 -0.82187 2.23675 -0.20
C -0.74066 2.50891 2.51172 0.33
C -0.10391 0.08025 2.77317 0.24
C -2.34225 4.46608 2.35854 -0.42
C 5.46660 1.32848 2.21046 -0.17
C -4.44536 -0.46729 1.92779 -0.05
C -6.32181 -1.20637 3.26425 -0.21
C -3.08999 2.16496 2.81541 0.68
C -2.44746 0.77674 2.88095 -0.13
C 0.85233 -3.93512 0.80858 -0.42
C 4.67008 -1.33134 2.60906 -0.16
C 3.65988 -0.32418 2.49661 -0.03
H -2.73114 0.22571 0.81381 0.22
H 2.71104 -3.82126 1.66075 0.36
H -7.36798 0.07069 0.26192 0.23
H 6.77688 -1.80491 2.58373 0.27
H 0.05228 3.88178 1.05214 0.24
H -4.89384 0.31157 -0.02462 0.21
H -4.24054 -1.32637 3.88838 0.19
H -0.41349 3.13858 4.57431 0.24
H 3.41410 1.85763 2.28942 0.21
H -0.50312 -0.92164 2.96500 0.24
H 2.22758 -4.85287 3.71785 0.21
H -8.26870 -0.95683 2.36157 0.23
H 1.08331 2.72089 3.70425 0.22
H -6.70123 -1.63274 4.19432 0.22
H 1.13465 -3.23502 0.01985 0.20
H -3.41621 4.66300 2.39969 0.27
H -1.83927 5.05242 3.14033 0.21
H -0.76917 2.46083 0.33495 0.24
H 0.24587 4.24188 3.33352 0.24
H -1.95324 4.79268 1.38496 0.21
H 1.54898 1.33623 2.49015 0.22
H 2.00405 -1.73502 2.53733 0.27
H 4.35216 -2.35724 2.81153 0.23
H -0.16776 -3.69664 1.13028 0.19
H -2.39594 -1.13442 1.90575 0.21
H 0.86047 -4.96029 0.40259 0.19
H 5.80425 2.35206 2.06660 0.27
H 1.46239 -5.85379 2.45346 0.18
H 0.85963 2.30022 1.03691 0.22
H -2.66645 0.34628 3.87488 0.24
H 0.49769 -4.67600 3.38018 0.19

92
Properties=species:S:1:pos:R:3:lowdin_spin:R:1 method="wB97M-V/def2-TZVPD" s_squared=0.794 multiplicity=2 total_energy_ha=-4761.64841 gap_ev="6.48 / 5.35" e_homo_ev="-7.177 / -7.179" relative_energy_kcal_mol=43.97
Y -0.47064 -0.56839 1.61087 0.00
Ge 0.26987 2.04783 1.18422 0.00
O -5.95876 -0.74798 -4.28709 0.00
O 0.00223 -2.35718 0.31611 0.02
O -5.27307 -1.05407 1.88922 0.00
O -0.31768 -0.42180 -1.66156 0.05
O -7.20466 -1.19441 -2.58751 0.00
O -1.92301 0.13585 0.28410 0.00
O 0.92372 -0.43598 5.58002 0.00
O -0.25312 -0.68463 3.68105 0.00
O -3.16035 -1.42044 1.97518 0.00
O -1.13703 -0.26423 -3.75936 0.01
N 0.76143 -3.34463 -1.66530 0.04
N -6.14827 -0.86857 -3.09329 0.00
N 1.94683 -1.10511 2.26592 0.00
N -4.17933 -1.06272 1.37954 0.00
N 0.87748 -4.66759 -2.10534 0.00
C -2.02463 3.86631 -2.61064 0.00
C 3.02568 -1.39459 1.53867 0.00
C 4.37961 3.06700 1.66335 0.00
C 1.98234 3.03204 1.23268 0.00
C -0.08112 3.47562 3.77809 0.00
C 0.89789 -2.29047 -2.60664 0.22
C 0.38846 -6.94818 -1.28148 0.00
C -2.65454 -0.24108 -1.93087 0.00
C -2.61875 3.94143 -1.35928 0.00
C 0.18401 -3.36027 -0.40224 0.03
C 2.09900 -0.89074 3.57676 0.00
C -0.08710 2.88113 -1.58909 0.00
C 4.45502 -1.19803 3.43192 0.00
C -0.67204 2.92409 -0.32233 0.00
C -4.07706 -0.69241 -0.03637 0.00
C 1.30916 -1.54460 -4.85349 0.30
C 2.06883 4.38627 0.89896 0.00
C 3.27561 5.06898 0.94438 0.00
C -1.31062 -0.25649 -2.57184 0.00
C 0.33642 -5.46765 -1.14340 0.02
C 4.43836 4.41052 1.32691 0.00
C -0.70334 2.71561 2.78630 0.00
C 0.83653 -0.63327 4.39355 0.00
C 3.33786 -0.91832 4.19796 0.00
C 1.75922 -0.28524 -4.38682 0.01
C -0.12941 -4.71486 -0.11302 0.00
C 1.63041 0.03833 -3.08453 0.20
C -2.83012 -0.23503 -0.52270 0.00
C -1.94863 3.47664 -0.23218 0.00
C 0.91158 -2.53946 -3.95235 0.00
C -4.99748 -0.68546 -2.20080 0.00
C 3.16338 2.39390 1.61197 0.00
C -3.75082 -0.42641 -2.75202 0.00
C -5.17804 -0.87280 -0.84242 0.00
C -2.70007 2.66629 4.18371 0.00
C -2.06235 3.43261 5.14793 0.00
C 4.29760 -1.45380 2.07710 0.00
C -2.02154 2.31553 3.02382 0.00
C 0.99008 -0.88483 -2.09639 0.06
C -0.75072 3.83605 4.94021 0.00
C 2.10899 -5.07129 -2.80187 0.00
C -0.74404 3.33985 -2.72246 0.00
H 5.43810 -1.22112 3.88405 0.00
H -2.57940 3.70579 6.05900 0.00
H 2.77929 -4.21923 -2.85261 0.00
H 2.59601 -5.86623 -2.24128 0.00
H -0.24388 4.42999 5.69108 0.00
H 0.21193 -7.25918 -2.31032 0.00
H 5.27858 2.54333 1.96733 0.00
H -3.61102 4.36478 -1.25696 0.00
H 3.31258 6.11927 0.68166 0.00
H 0.91678 2.48211 -1.69581 0.00
H 1.89379 -5.41405 -3.81071 0.00
H -3.62594 -0.39909 -3.82512 0.00
H 2.86123 -1.57337 0.48221 0.00
H -2.54960 4.22015 -3.48904 0.00
H 3.14103 1.34422 1.88700 0.00
H 2.17675 0.42642 -5.08606 -0.01
H 3.38303 -0.72127 5.25923 0.00
H -2.55782 1.72113 2.28500 0.00
H -3.71967 2.33416 4.33502 0.00
H -0.62910 -5.04963 0.77856 0.00
H 0.63652 -3.50908 -4.33743 0.00
H -0.26047 3.28215 -3.69063 0.00
H 1.17498 4.92064 0.59399 0.00
H 5.14130 -1.68372 1.44162 0.00
H -2.43876 3.55137 0.73171 0.00
H -6.13376 -1.16913 -0.43767 0.00
H 1.94105 1.00336 -2.70837 0.01
H 1.36299 -7.33073 -0.97163 0.00
H 0.94637 3.79706 3.64647 0.00
H 1.55237 -0.85449 -1.16103 0.01
H -0.36585 -7.40583 -0.64609 0.00
H 5.38097 4.94221 1.36332 0.00
H 1.30034 -1.76086 -5.91228 0.02